1.
Entry from OMol25: one molecule with the formula C5H4O2 (ωB97M-V with the def2-TZVPD basis set).

Properties
Charge: 0
Energy relative to the best compared isomer or geometry (same formula, charge and spin): 4.2839 eV
Strongest force on any atom: 0.38 eV/A
HOMO level: -0.32180 Eh
E_LUMO: 1.03 eV

Last columns: bonded neighbours and bond lengths (Å).
CARTESIAN COORDINATES (ANGSTROEM)
1 O 0.28 2.16 0.57  C5 1.364, C7 1.508
2 O 0.67 -0.19 1.42  C3 1.381, C5 1.365
3 C 0.32 -1.31 0.69  O2 1.381, C6 1.343, H9 1.081
4 C 0.13 0.38 -0.88  C5 1.490, C6 1.498, C7 1.520, H10 1.091
5 C 0.43 0.81 0.52  O1 1.364, O2 1.365, C4 1.490, C7 1.424
6 C -0.03 -1.08 -0.58  C3 1.343, C4 1.498, H11 1.082
7 C -0.78 1.29 -0.06  O1 1.508, C4 1.520, C5 1.424, H8 1.078
8 H -1.79 1.31 0.29  C7 1.078
9 H 0.39 -2.23 1.25  C3 1.081
10 H 0.61 0.72 -1.80  C4 1.091
11 H -0.29 -1.85 -1.30  C6 1.082



2.
Entry from OMol25: a 2-piece molecular cluster, C5H9N4O2 overall in a non-equilibrium geometry (ωB97M-V with the def2-TZVPD basis set).

Properties
Charge: +1
Energy relative to the best compared isomer or geometry (same formula, charge and spin): 1.7175 eV
Strongest force on any atom: 5.83 eV/A
HOMO level (alpha / beta): -0.46397 / -0.46398 Eh
E_LUMO (alpha / beta): -4.46 / -4.46 eV

Last columns: bonded neighbours and bond lengths (Å).
CARTESIAN COORDINATES (ANGSTROEM)
1 O 0.53 -0.67 -1.84  C11 1.175
2 O -3.06 -0.60 1.01  C8 1.212
3 N 1.17 0.85 1.52  C9 1.374, H14 1.068, H15 0.977
4 N -2.11 0.38 -0.80  C8 1.360, C10 1.367, H13 1.022
5 N -0.93 -0.10 1.14  C8 1.355, C9 1.506, H19 0.964
6 N -0.11 1.53 -0.48  C9 1.449, C10 1.323, H20 1.005
7 C 1.80 -1.89 -0.18  C11 1.415, H12 1.017, H16 1.019, H18 1.203
8 C -2.08 -0.23 0.42  O2 1.212, N4 1.360, N5 1.355
9 C 0.27 0.56 0.52  N3 1.374, N5 1.506, N6 1.449
10 C -1.15 1.25 -1.24  N4 1.367, N6 1.323, H17 1.111
11 C 1.00 -0.88 -0.78  O1 1.175, C7 1.415
12 H 1.33 -2.28 0.63  C7 1.017
13 H -2.81 0.02 -1.44  N4 1.022
14 H 2.00 1.41 1.14  N3 1.068
15 H 0.77 1.40 2.22  N3 0.977
16 H 2.71 -1.53 0.09  C7 1.019
17 H -1.28 1.99 -2.07  C10 1.111
18 H 2.11 -2.75 -0.97  C7 1.203
19 H -0.82 -0.40 2.04  N5 0.964
20 H 0.68 1.95 -0.94  N6 1.005